The following is a DFT calculation (the ωB97M-V functional and the def2-TZVPD basis) of the molecule C33H41N3O6 in a non-equilibrium geometry.

The molar mass is 575.71 g mol⁻¹. Its SMILES is CCO/C(O[C@H](/C=C/N1[C@H](Cc2ccccc2)C(=O)N(C)C1(C)C)c1cccc([N+](=O)[O-])c1)=C1\CCCCCCC1=O. The HOMO energy comes out at -7.95 eV. For the frontier orbital gap, the calculation gives 0.2535 hartree.

```
! RIJCOSX wB97M-V def2-TZVPD def2/J DEFGRID3
* xyz 0 1
H 0.386 -2.185 2.872
O 4.542 6.489 3.156
C -2.916 1.594 -7.127
O 1.627 1.060 0.873
H -2.873 0.604 -9.050
C 1.130 2.866 -0.478
H -1.834 -3.265 2.694
C -0.188 2.663 -3.931
C 1.606 5.193 -2.512
H -2.951 -1.347 4.263
H -0.484 -2.319 4.388
C -0.483 -1.798 3.420
H 3.970 4.042 -3.012
H 5.236 -1.175 2.887
H -1.062 0.137 4.265
C -1.163 0.972 -5.576
C -1.744 -2.168 2.651
O 4.685 5.429 1.233
C 1.445 3.153 2.024
C -2.594 0.857 2.387
H -2.335 1.201 3.401
C -0.246 -0.290 3.667
C -2.298 1.734 -5.882
C -0.107 0.460 2.365
H -3.848 -0.587 1.421
C -0.696 0.021 -6.488
H 3.592 4.479 -5.188
C 0.732 3.397 3.206
H 2.373 5.787 -5.157
H 0.682 -0.164 4.244
H 0.753 5.682 -3.002
C 0.487 3.450 -5.060
C -3.567 -0.323 2.449
C 3.155 4.688 2.792
H 1.395 5.131 -1.443
H -0.899 -0.817 -8.460
H -0.328 1.666 -1.461
H 2.826 5.700 4.657
O 0.047 3.679 -6.186
H 0.558 0.683 -4.326
H -0.236 2.903 3.331
N 1.702 3.868 -4.583
H -2.675 2.455 -5.151
H 3.443 2.357 -3.343
H -1.164 3.136 -3.698
H 3.745 0.762 2.330
N 0.741 2.862 -2.822
H 3.321 3.029 -1.707
O 2.041 -0.474 2.419
C 3.230 3.268 -2.768
H 3.349 3.469 1.026
C 1.239 4.279 4.173
C 1.830 3.797 -3.130
C -3.056 -1.565 3.189
N 4.190 5.577 2.378
H -3.834 -2.339 3.091
C 0.888 2.321 0.879
O -1.422 0.273 0.365
C -1.301 -0.104 -7.741
H -0.191 2.213 0.970
H 0.676 4.451 5.091
H -0.977 0.732 -3.434
C 2.437 4.950 3.969
H -1.622 -1.919 1.588
H 3.868 -1.127 4.013
C 3.467 -0.271 2.080
C -1.336 0.538 1.572
C 2.543 4.723 -5.392
H -4.486 0.019 2.941
H 0.172 -0.584 -6.213
H -3.786 2.210 -7.361
C 4.151 -1.269 2.965
C 2.717 3.703 1.882
H 2.309 4.537 -6.446
C -2.407 0.690 -8.067
H 1.945 3.578 -0.572
H -3.074 1.703 1.871
H 3.604 -0.490 1.016
C 1.162 0.251 1.798
C 0.479 2.402 -1.568
H 2.516 5.791 -2.658
C -0.421 1.185 -4.273
H 3.875 -2.286 2.670
*
```